# 1
{
  "formula": "C12H14Br12N3PS",
  "method": "ωB97M-V/def2-TZVPD",
  "species": ["Br", "Br", "Br", "Br", "Br", "Br", "Br", "Br", "Br", "Br", "Br", "Br", "S", "P", "N", "N", "N", "C", "C", "C", "C", "C", "C", "C", "C", "C", "C", "C", "C", "H", "H", "H", "H", "H", "H", "H", "H", "H", "H", "H", "H", "H", "H"],
  "positions_angstrom": [[-0.169, 4.112, 4.613], [-1.982, 1.074, -1.186], [-1.897, 4.153, -0.384], [5.543, 6.372, 0.305], [-2.430, 1.273, 9.820], [-0.995, 7.054, 3.723], [-2.403, 1.094, 6.642], [3.370, 4.204, -0.517], [6.302, 3.282, 0.296], [0.889, 5.291, 1.856], [-2.217, 3.925, 8.074], [-1.916, 1.938, 1.886], [-2.308, -1.899, -4.503], [-0.169, -5.304, -1.799], [0.946, 0.635, -2.705], [-1.296, -0.757, -4.017], [-1.756, -3.157, -3.689], [-0.707, -2.734, -2.967], [-0.128, -5.924, -3.545], [-0.548, 5.279, 3.134], [0.088, -3.526, -2.096], [1.128, -2.867, -1.476], [0.661, -0.724, -2.512], [4.910, 4.578, 0.575], [-1.969, -5.405, -1.423], [-1.782, 2.056, 8.188], [-0.445, -1.343, -3.170], [1.406, -1.490, -1.685], [-1.373, 2.365, 0.089], [1.749, -3.442, -0.802], [-0.705, 1.977, 8.201], [1.936, 0.791, -2.844], [2.232, -1.021, -1.169], [-0.127, -5.113, -4.268], [-1.415, 4.879, 2.626], [-2.352, -6.299, -1.913], [4.596, 4.498, 1.606], [-0.292, 2.339, 0.072], [0.459, 0.987, -3.521], [-2.089, -5.542, -0.351], [0.792, -6.491, -3.663], [-0.985, -6.563, -3.739], [-2.550, -4.553, -1.763]],
  "forces_ev_per_angstrom": [[0.0, 0.0, 0.0], [-0.3, 0.0, 0.1], [-0.1, 0.0, -0.1], [0.0, 0.0, 0.0], [0.0, 0.0, 0.0], [0.0, 0.0, 0.0], [0.0, 0.0, 0.0], [0.0, 0.0, -0.1], [0.0, 0.0, 0.0], [0.1, 0.0, 0.1], [0.0, 0.0, 0.0], [0.0, 0.0, 0.0], [-0.1, 0.1, 0.0], [0.1, -0.1, 0.0], [-0.1, -0.2, -0.6], [0.1, 0.1, -0.1], [0.0, 0.0, 0.0], [-0.2, 0.1, -0.1], [0.2, 0.1, 0.1], [-0.1, 0.0, 0.0], [0.5, 0.2, 0.4], [-0.6, -0.3, -0.3], [0.0, 0.7, -0.3], [0.0, 0.0, 0.0], [0.0, -0.1, 0.0], [0.0, 0.0, 0.0], [0.0, -0.2, 0.1], [0.3, -0.5, 0.4], [0.2, 0.0, 0.0], [0.1, 0.1, 0.1], [0.0, 0.0, 0.0], [0.0, 0.0, 0.2], [0.1, -0.1, 0.1], [-0.1, 0.0, 0.0], [0.0, 0.0, 0.0], [-0.1, 0.0, 0.0], [0.0, 0.0, 0.0], [0.0, 0.0, 0.0], [-0.1, 0.1, 0.1], [-0.1, 0.1, 0.1], [0.0, -0.1, -0.1], [0.0, -0.1, 0.0], [0.0, 0.0, 0.0]],
  "fmax_ev_per_a": 0.75,
  "multiplicity": 1,
  "lumo_energy_ha": -0.023,
  "homo_ev": -8.413,
  "mol_weight_g_mol": 1222.15,
  "energy_ev": -877774.1008
}

# 2
{
  "formula": "C5H7N",
  "method": "ωB97M-V/def2-TZVPD",
  "species": ["N", "C", "C", "C", "C", "C", "H", "H", "H", "H", "H", "H", "H"],
  "positions_angstrom": [[0.489, 0.478, 1.019], [-1.611, 0.055, 0.022], [1.569, 0.108, 0.042], [-0.501, 0.965, -0.563], [-0.372, -0.670, 0.473], [0.393, -0.304, -0.810], [-0.304, -1.599, 1.060], [2.201, 0.944, -0.279], [0.363, -0.820, -1.776], [2.186, -0.697, 0.455], [0.055, 1.501, 0.431], [-2.315, 0.456, 0.758], [-2.138, -0.479, -0.775]],
  "forces_ev_per_angstrom": [[0.1, 0.0, 0.3], [-0.1, 0.1, 0.0], [0.2, 0.1, 0.0], [-0.2, -0.1, -0.3], [-0.1, -0.3, 0.1], [0.1, -0.1, -0.3], [-0.1, 0.1, -0.1], [-0.2, 0.0, 0.0], [0.1, 0.0, 0.2], [0.0, 0.1, -0.1], [0.0, 0.1, 0.1], [0.2, 0.0, -0.1], [0.0, 0.1, 0.1]],
  "fmax_ev_per_a": 0.36,
  "multiplicity": 1,
  "lumo_energy_ha": 0.034,
  "homo_ev": -8.156,
  "mol_weight_g_mol": 81.12,
  "energy_ev": -6781.7882,
  "relative_energy_kcal_mol": 155.1
}

# 3
{
  "formula": "C5H10O",
  "method": "ωB97M-V/def2-TZVPD",
  "species": ["O", "C", "C", "C", "C", "C", "H", "H", "H", "H", "H", "H", "H", "H", "H", "H"],
  "positions_angstrom": [[1.043, -1.250, 0.832], [-0.715, 0.114, 1.781], [1.192, 0.383, -1.633], [0.405, 0.756, -0.386], [-1.110, -1.111, -0.213], [0.018, -0.572, 0.486], [-0.471, 1.372, -0.615], [-1.075, -0.671, 2.447], [0.109, 0.643, 2.264], [-1.959, -0.482, -0.470], [0.560, -0.093, -2.392], [1.639, 1.279, -2.078], [-1.521, 0.806, 1.527], [-1.149, -2.161, -0.508], [1.044, 1.298, 0.316], [1.990, -0.310, -1.358]],
  "forces_ev_per_angstrom": [[0.5, -0.3, 0.2], [0.6, 0.1, 0.3], [0.0, -0.1, 0.0], [0.5, 0.1, 0.3], [-0.6, -1.0, -0.6], [-1.2, 1.4, -0.2], [0.1, -0.2, 0.1], [0.0, 0.1, -0.2], [-0.2, 0.0, 0.0], [0.2, -0.1, 0.1], [0.1, 0.1, 0.1], [-0.1, -0.1, 0.1], [0.2, -0.2, -0.1], [0.0, 0.2, 0.1], [0.0, 0.1, -0.1], [-0.1, 0.1, -0.1]],
  "fmax_ev_per_a": 1.86,
  "multiplicity": 1,
  "lumo_energy_ha": [-0.013, -0.057],
  "homo_ev": [-9.284, -8.334],
  "mol_weight_g_mol": 86.13,
  "energy_ev": -7390.5597,
  "relative_energy_kcal_mol": 97.0
}

# 4
{
  "formula": "C6H14NO",
  "method": "ωB97M-V/def2-TZVPD",
  "species": ["O", "N", "C", "C", "C", "C", "C", "C", "H", "H", "H", "H", "H", "H", "H", "H", "H", "H", "H", "H", "H", "H"],
  "positions_angstrom": [[-1.766, -2.101, -1.379], [-0.801, -0.202, 1.576], [1.550, 1.785, -1.891], [-1.917, -1.469, -0.222], [-0.230, 0.432, -0.807], [0.256, -0.585, 2.459], [1.217, 0.850, -0.765], [-0.599, -0.677, 0.174], [1.812, -0.070, -0.822], [-0.947, 1.266, -0.760], [2.584, 1.989, -2.151], [-1.711, -0.519, 1.876], [-0.440, -0.029, -1.778], [0.364, -1.678, 2.534], [1.164, 2.796, -1.751], [1.141, 1.487, -2.881], [0.297, -1.294, 0.200], [1.244, -0.138, 2.245], [0.129, -0.443, 3.567], [-2.614, -0.616, -0.326], [1.533, 1.215, 0.217], [-2.266, -1.999, 0.682]],
  "forces_ev_per_angstrom": [[-0.2, -0.4, -0.1], [-0.3, 0.5, -1.1], [-0.1, 1.1, -1.6], [1.0, 1.4, 0.7], [-1.4, -0.5, -0.4], [0.8, -1.2, 2.1], [0.7, -0.7, 0.3], [0.2, 0.9, 1.2], [0.0, 0.0, -0.4], [0.3, 0.0, 0.3], [0.5, -0.5, 0.6], [0.1, 0.1, 0.5], [0.3, 0.1, -0.2], [0.4, -0.2, -0.7], [-0.3, 0.0, 0.3], [-0.1, -0.3, 0.7], [-0.2, -0.9, -0.1], [-0.6, -0.1, -0.3], [-0.6, 0.9, -1.0], [-0.2, 0.0, -0.4], [-0.3, 0.5, -0.1], [0.1, -0.7, -0.4]],
  "fmax_ev_per_a": 2.59,
  "multiplicity": 2,
  "lumo_energy_ha": [0.038, -0.059],
  "homo_ev": [-8.987, -8.973],
  "mol_weight_g_mol": 116.18,
  "energy_ev": -9983.6138,
  "relative_energy_kcal_mol": 24.4
}

# 5
{
  "formula": "C41H52FN4O9P2ScSe",
  "method": "ωB97M-V/def2-TZVPD",
  "species": ["Se", "Sc", "P", "P", "F", "O", "O", "O", "O", "O", "O", "O", "O", "O", "N", "N", "N", "N", "C", "C", "C", "C", "C", "C", "C", "C", "C", "C", "C", "C", "C", "C", "C", "C", "C", "C", "C", "C", "C", "C", "C", "C", "C", "C", "C", "C", "C", "C", "C", "C", "C", "C", "C", "C", "C", "C", "C", "C", "C", "H", "H", "H", "H", "H", "H", "H", "H", "H", "H", "H", "H", "H", "H", "H", "H", "H", "H", "H", "H", "H", "H", "H", "H", "H", "H", "H", "H", "H", "H", "H", "H", "H", "H", "H", "H", "H", "H", "H", "H", "H", "H", "H", "H", "H", "H", "H", "H", "H", "H", "H", "H"],
  "positions_angstrom": [[-0.851, 3.525, 0.415], [0.011, -0.272, 0.369], [-2.526, -0.468, -0.578], [1.979, 1.290, -0.873], [2.202, 5.521, 3.167], [0.463, 0.978, 5.375], [-2.370, 1.006, 2.014], [1.127, -4.217, -0.072], [3.899, 3.839, 4.692], [3.333, -1.636, 2.538], [-0.155, 1.119, 1.873], [1.707, -0.744, 1.317], [-0.956, -1.544, 2.436], [0.025, -2.278, -0.014], [2.159, 2.406, 4.937], [0.059, 2.763, 4.014], [-2.014, 6.010, -0.663], [0.101, -0.476, -2.029], [-3.667, 0.965, -2.854], [-0.905, -1.105, -2.710], [1.790, 4.337, 3.672], [2.954, -2.686, -2.911], [3.755, -0.745, -1.795], [-2.934, -2.414, -2.638], [3.484, 1.693, 0.174], [-3.447, -4.141, -4.402], [1.950, 2.412, -2.400], [1.661, -2.232, -2.806], [2.971, 2.495, 1.365], [4.027, -1.952, -2.424], [0.522, 3.916, 3.468], [3.035, 2.144, -3.442], [1.884, 3.895, -2.050], [4.704, 2.380, -0.430], [-1.270, 1.383, 2.393], [-1.254, 2.269, 3.688], [-2.670, -2.965, -3.883], [2.463, -0.252, -1.708], [1.127, -2.457, 2.920], [0.865, 1.964, 4.791], [1.366, -0.983, -2.227], [-2.132, -1.433, -2.076], [-1.584, -3.377, 3.712], [2.165, -1.550, 2.184], [-1.547, 5.033, -0.250], [-0.778, -1.501, -4.060], [0.551, -3.308, 0.507], [-1.640, -2.404, -4.633], [-4.067, -1.361, 0.058], [-0.011, -1.601, 3.503], [-3.818, 2.106, -0.624], [0.308, -3.441, 2.046], [-0.760, -2.412, 4.579], [-3.017, 1.130, -1.481], [5.442, -2.451, -2.541], [2.745, 3.566, 4.436], [-5.363, -1.145, -0.720], [-1.128, -2.953, 2.308], [-4.314, -1.063, 1.535], [3.054, 1.091, -3.713], [-1.490, -2.724, -5.657], [4.579, -0.199, -1.359], [-4.667, 0.547, -2.768], [6.092, -1.679, -2.957], [-3.749, 1.942, -3.332], [2.766, 1.783, 5.458], [-2.018, 1.569, -1.639], [3.751, 2.613, 2.116], [5.488, -3.326, -3.189], [5.069, 1.870, -1.316], [4.020, 2.419, -3.076], [1.501, 4.468, -2.896], [0.281, -0.604, 3.824], [0.055, -1.114, -4.630], [0.857, -2.870, -3.137], [-1.372, -4.427, 3.904], [2.127, 1.963, 1.805], [-1.827, -3.187, 1.501], [-2.654, -3.213, 3.830], [-3.876, -3.938, -5.385], [-1.608, 1.644, 4.512], [-1.389, -1.755, 5.179], [-0.067, -2.925, 5.240], [5.505, 2.389, 0.312], [-5.069, -1.746, 1.932], [-4.657, -0.040, 1.666], [2.838, 2.733, -4.340], [-4.884, 1.879, -0.646], [0.470, -4.483, 2.342], [-3.678, 3.119, -1.004], [1.683, -2.984, 3.700], [0.982, 2.126, -2.840], [3.136, -3.648, -3.372], [-5.228, -1.322, -1.782], [5.830, -2.727, -1.559], [2.862, 4.295, -1.791], [-4.251, -4.410, -3.719], [1.217, 4.065, -1.209], [2.639, 3.486, 1.058], [-3.400, -1.170, 2.112], [-3.072, 0.321, -3.497], [-1.934, 3.103, 3.525], [-0.168, 4.479, 2.854], [-6.133, -1.826, -0.349], [3.768, 0.702, 0.553], [-3.772, -2.420, -0.012], [-5.718, -0.129, -0.576], [-2.785, -5.005, -4.500], [-3.473, 2.079, 0.406], [4.479, 3.413, -0.686], [-3.772, -2.811, -2.084]],
  "forces_ev_per_angstrom": [[0.5, -0.4, 0.1], [0.4, -0.7, -1.0], [-0.8, -0.1, -0.9], [0.9, 0.2, -0.6], [0.0, -0.3, 0.1], [-0.1, -0.4, 0.1], [-0.2, 0.0, 0.3], [0.1, 0.0, -0.2], [0.1, 0.1, -0.1], [0.2, 0.1, -0.1], [0.6, 0.0, 0.1], [0.2, 0.5, -0.2], [-0.2, 0.3, -0.2], [-0.4, 0.2, -0.6], [0.2, -0.2, 0.0], [0.2, -0.4, 0.3], [-0.2, 0.4, -0.2], [-0.5, 0.6, 0.5], [0.2, -0.1, 0.1], [-0.5, -0.4, 0.0], [-0.5, 0.2, -0.1], [0.2, 0.1, 0.0], [-0.1, -0.3, -0.1], [0.1, -0.1, -0.2], [-0.3, -0.1, 0.1], [0.1, 0.1, 0.0], [-0.2, 0.0, 0.2], [-0.1, 0.1, 0.1], [0.0, -0.2, 0.0], [0.1, 0.1, -0.1], [0.9, 0.7, 0.0], [-0.2, -0.2, 0.1], [-0.2, -0.1, 0.2], [-0.1, -0.2, -0.1], [-1.1, 0.8, 1.2], [-0.4, -0.7, -0.7], [-0.2, 0.0, -0.1], [-0.3, -0.1, 0.2], [0.3, 0.4, -0.2], [0.0, 0.3, 0.2], [0.8, 0.0, -0.1], [0.4, 0.0, 0.1], [-0.1, 0.1, -0.2], [0.1, -1.2, 1.2], [-0.3, 0.5, -0.2], [0.0, 0.3, 0.0], [0.2, -1.2, 1.2], [-0.1, -0.1, 0.1], [0.4, 0.1, 0.2], [0.5, 0.2, 0.8], [0.2, -0.1, 0.2], [-0.1, 0.0, -0.9], [0.1, 0.3, 0.0], [0.1, -0.1, 0.1], [-0.1, 0.1, 0.1], [-0.2, 0.0, 0.1], [0.3, -0.1, -0.1], [-0.3, -0.8, -0.1], [0.2, -0.1, 0.0], [0.1, 0.0, -0.1], [0.1, 0.0, -0.1], [0.1, 0.1, 0.0], [-0.1, 0.0, -0.1], [0.1, 0.0, 0.0], [0.0, 0.1, 0.0], [-0.1, 0.2, -0.1], [-0.2, -0.1, 0.1], [0.2, 0.0, 0.1], [0.1, 0.0, 0.0], [0.1, 0.0, -0.1], [0.1, 0.1, 0.0], [0.0, 0.1, -0.1], [-0.1, -0.1, -0.1], [0.1, 0.0, 0.0], [0.0, -0.1, 0.0], [0.0, -0.1, 0.0], [0.0, 0.2, 0.1], [0.1, 0.2, 0.1], [-0.1, 0.0, 0.0], [-0.1, 0.0, -0.1], [0.0, 0.2, -0.1], [0.0, 0.0, 0.0], [0.1, 0.0, 0.1], [0.1, 0.0, 0.0], [-0.1, 0.0, 0.0], [0.0, 0.1, 0.1], [-0.1, 0.1, -0.1], [-0.1, -0.1, -0.1], [0.0, 0.2, -0.1], [0.0, 0.0, 0.0], [-0.1, 0.1, -0.1], [0.1, 0.0, 0.1], [0.0, -0.1, 0.0], [-0.1, 0.0, -0.1], [0.1, -0.1, 0.0], [0.2, 0.0, 0.0], [-0.1, 0.0, 0.0], [-0.1, 0.1, 0.0], [-0.1, 0.1, 0.0], [0.0, 0.0, 0.1], [-0.1, 0.0, -0.1], [0.0, 0.0, 0.0], [0.0, 0.0, 0.0], [0.0, 0.0, 0.0], [0.0, 0.1, -0.1], [0.0, 0.2, -0.1], [-0.1, 0.1, 0.0], [-0.1, -0.1, 0.0], [-0.1, 0.2, 0.0], [0.0, 0.1, -0.1], [-0.1, 0.0, 0.0]],
  "fmax_ev_per_a": 1.85,
  "multiplicity": 1,
  "lumo_energy_ha": 0.150,
  "homo_ev": -1.890,
  "mol_weight_g_mol": 949.75,
  "energy_ev": -175101.3097,
  "charge": -2
}

# 6
{
  "formula": "C3H7N4S",
  "method": "ωB97M-V/def2-TZVPD",
  "species": ["S", "N", "N", "N", "N", "C", "C", "C", "H", "H", "H", "H", "H", "H", "H"],
  "positions_angstrom": [[0.129, 0.589, 2.050], [0.437, -0.434, -0.275], [-1.969, -0.346, 0.240], [-0.476, -0.310, 0.779], [-2.605, 0.433, 0.864], [1.346, 1.329, 0.900], [0.095, -1.436, -1.235], [1.322, 0.457, -0.295], [2.175, 0.447, -1.039], [-0.660, -1.100, -2.026], [-0.357, -2.209, -0.578], [-3.611, 0.604, 0.564], [2.323, 1.541, 1.267], [0.790, 2.262, 0.573], [1.061, -1.826, -1.789]],
  "forces_ev_per_angstrom": [[0.9, 0.4, 0.6], [-2.0, 0.8, 0.2], [1.5, 0.6, -0.6], [-1.4, -2.4, -0.8], [-1.4, 1.6, 0.7], [-2.6, 1.8, -0.9], [0.6, -2.1, -2.2], [3.2, 0.0, -0.1], [-1.4, 0.0, 0.7], [1.1, -0.2, 1.4], [0.3, 0.0, -1.0], [1.3, -1.1, 0.2], [0.5, 0.1, 0.5], [1.3, -0.3, 0.1], [-2.0, 0.8, 1.3]],
  "fmax_ev_per_a": 3.35,
  "multiplicity": 1,
  "lumo_energy_ha": -0.169,
  "homo_ev": -12.648,
  "mol_weight_g_mol": 131.18,
  "smiles": "[H]/N=N/N1SCC=[N+]1C",
  "energy_ev": -20008.6299,
  "charge": 1,
  "relative_energy_kcal_mol": 93.0
}